*a*
Density functional theory data (ωB97M-V/def2-TZVPD) for an isolated molecule of C20H19FN2O3.

For the LUMO energy, the calculation gives -0.03030 Eh. As for the structure (SMILES): O=C(CCCCCN1C(=O)c2ccccc2C1=O)Nc1ccc(F)cc1.

XYZ file:
```
45
C20H19FN2O3 | OMol25 | ωB97M-V/def2-TZVPD
O 3.074 0.669 -1.190
C 1.951 0.328 -0.893
N 1.652 -0.603 0.058
C 2.518 -1.310 0.895
C 3.905 -1.238 0.793
C 4.701 -1.969 1.656
C 4.105 -2.767 2.614
C 2.730 -2.853 2.736
C 1.939 -2.121 1.872
H 0.863 -2.170 1.953
H 2.295 -3.483 3.495
F 4.884 -3.482 3.457
H 5.776 -1.923 1.589
H 4.352 -0.609 0.042
H 0.673 -0.794 0.243
C 0.716 0.913 -1.562
H -0.173 0.358 -1.267
H 0.839 0.790 -2.641
C 0.554 2.412 -1.266
C 0.829 2.835 0.179
C 0.032 2.145 1.287
C -1.484 2.327 1.225
N -2.132 1.518 0.211
C -2.964 2.073 -0.761
O -3.196 3.248 -0.873
C -3.456 0.930 -1.564
C -4.297 0.890 -2.656
C -4.582 -0.358 -3.204
C -4.038 -1.517 -2.673
C -3.187 -1.475 -1.572
C -2.908 -0.239 -1.028
C -2.051 0.143 0.121
O -1.386 -0.577 0.833
H -2.761 -2.374 -1.154
H -4.278 -2.469 -3.121
H -5.238 -0.423 -4.059
H -4.716 1.796 -3.064
H -1.913 2.057 2.196
H -1.744 3.364 0.998
H 0.362 2.570 2.237
H 0.260 1.081 1.320
H 0.650 3.912 0.243
H 1.889 2.669 0.387
H 1.261 2.959 -1.892
H -0.450 2.720 -1.565
```

Mulliken atomic charge list, values in e, 4 entries: O -0.6832; C 0.3360; N 0.0353; C 0.1996

---

*b*
Density functional theory data (ωB97M-V/def2-TZVPD) for an isolated molecule of C20H19FN2O3.

For the LUMO energy, the calculation gives -0.00130 Eh. As for the structure (SMILES): O=C(Nc1ccc(F)cc1)c1cccc2c1C(=O)N(C[C@@H]1CCCO1)C2.

XYZ file:
```
45
C20H19FN2O3 | OMol25 | ωB97M-V/def2-TZVPD
O 1.881 -2.744 0.885
C 1.275 -1.697 0.738
N -0.057 -1.553 0.912
C -0.985 -2.523 1.285
C -0.654 -3.850 1.557
C -1.639 -4.749 1.923
C -2.948 -4.318 2.016
C -3.302 -3.007 1.751
C -2.316 -2.113 1.386
H -2.569 -1.085 1.176
H -4.334 -2.702 1.832
F -3.912 -5.199 2.374
H -1.396 -5.778 2.137
H 0.371 -4.170 1.481
H -0.474 -0.628 0.754
C 2.032 -0.455 0.336
C 3.405 -0.661 0.186
C 4.282 0.344 -0.176
C 3.812 1.626 -0.408
C 2.459 1.854 -0.267
C 1.558 0.844 0.100
C 0.212 1.465 0.136
O -0.875 0.958 0.403
N 0.362 2.764 -0.190
C -0.726 3.692 -0.320
H -1.557 3.328 0.290
H -0.399 4.668 0.047
C -1.209 3.842 -1.776
C -1.694 2.516 -2.395
H -2.624 2.677 -2.940
C -0.571 2.148 -3.365
H 0.211 1.583 -2.854
C -0.058 3.530 -3.760
H -0.695 3.967 -4.542
O -0.136 4.313 -2.583
H 0.979 3.540 -4.101
H -0.919 1.574 -4.220
H -1.863 1.757 -1.637
H -2.012 4.593 -1.777
C 1.725 3.139 -0.461
H 1.822 3.542 -1.474
H 2.061 3.913 0.240
H 4.479 2.426 -0.692
H 5.334 0.127 -0.277
H 3.769 -1.661 0.368
```

Mulliken atomic charge list, values in e, 4 entries: O -0.7495; C 0.7252; N 0.1842; C 0.4519

---

Of them, the most stable is *a* and the least stable is *b*.

---

*a*
Density functional theory data (ωB97M-V/def2-TZVPD) for a structure of composition C4H10O3.

For the LUMO energy, the calculation gives 0.25950 Eh. The charge is -2.

XYZ file:
```
17
C4H10O3 | OMol25 | ωB97M-V/def2-TZVPD
C 0.507 0.498 0.731
C -0.872 0.988 1.139
C -1.934 -0.124 1.448
O -2.890 0.367 2.325
C 0.708 0.074 -0.761
O 1.882 -0.662 -0.970
H 1.316 1.114 1.148
H 0.783 -0.479 1.238
H -1.326 1.740 0.493
H -0.852 1.391 2.148
H -1.383 -0.930 1.985
H -2.302 -0.554 0.468
H 0.719 1.000 -1.362
H -0.182 -0.455 -1.124
H 1.979 -0.751 -2.131
H 1.793 -2.069 -3.419
O 2.055 -1.151 -3.357
```

Mulliken atomic charge list, values in e, 4 entries: C -0.4487; C -0.5271; C -0.3678; O -0.9597

---

*b*
Density functional theory data (ωB97M-V/def2-TZVPD) for a cluster of 2 separate species, C4H10O3 in total.

For the LUMO energy, the calculation gives 0.22012 Eh. The charge is -2.

XYZ file:
```
17
C4H10O3 | OMol25 | ωB97M-V/def2-TZVPD
C -0.941 -0.139 -0.211
C -1.164 -1.613 -0.514
C -0.611 -2.649 0.506
O -1.155 -3.862 0.378
C 0.476 0.333 -0.491
O 0.553 1.725 -0.818
H -1.622 0.474 -0.806
H -1.208 0.047 0.837
H -0.699 -1.846 -1.481
H -2.205 -1.920 -0.661
H -0.763 -2.144 1.513
H 0.510 -2.621 0.401
H 0.844 -0.181 -1.383
H 1.161 0.084 0.321
H 0.653 2.234 -0.005
H 2.764 6.162 0.865
O 3.405 5.918 1.547
```

Mulliken atomic charge list, values in e, 4 entries: C -0.2896; C -0.5574; C -0.3215; O -0.8975

---

Of them, the most stable is *b* and the least stable is *a*.

---

*a*
Density functional theory data (ωB97M-V/def2-TZVPD) for a structure of composition C2H2O.

For the LUMO energy, the calculation gives -0.01065 Eh.

XYZ file:
```
5
C2H2O | OMol25 | ωB97M-V/def2-TZVPD
C -0.471 0.027 0.288
C 0.374 -0.191 -0.682
O 0.397 -0.035 1.203
H -1.480 -0.129 0.231
H 1.180 0.328 -1.039
```

Mulliken atomic charge list, values in e, 4 entries: C 0.1867; C -0.3394; O -0.4424; H 0.3340

---

*b*
Density functional theory data (ωB97M-V/def2-TZVPD) for a cluster of 2 separate species, C2H2O in total.

For the LUMO energy (spin up / spin down), the calculation gives -0.01913 / -0.08941 Eh.

XYZ file:
```
5
C2H2O | OMol25 | ωB97M-V/def2-TZVPD
C 1.083 -0.590 0.149
C -0.114 -0.299 0.000
O -1.323 -0.180 0.064
H 2.024 -0.471 -0.303
H -1.670 1.541 0.090
```

Mulliken atomic charge list, values in e, 4 entries: C -0.5664; C 0.5921; O -0.4571; H 0.2972

---

Of them, the most stable is *a* and the least stable is *b*.

---

*a*
Density functional theory data (ωB97M-V/def2-TZVPD) for a cluster of 5 separate species, C2H14N2O4 in total.

For the LUMO energy, the calculation gives 0.01640 Eh. As for the structure (SMILES): N/C=C/N.O.O.O.O.

XYZ file:
```
22
C2H14N2O4 | OMol25 | ωB97M-V/def2-TZVPD
C 0.110 1.780 0.250
C -0.376 0.562 0.727
N -1.183 -0.222 -0.249
N 0.925 2.522 1.028
H -0.278 2.201 -0.720
H -0.357 0.374 1.725
H -2.065 0.207 -0.357
H -1.241 -1.240 0.023
H 0.893 2.261 1.969
H 1.393 3.319 0.855
H -1.166 -1.528 4.394
H -2.246 -1.597 3.086
O -1.394 -1.346 3.499
H 1.377 1.507 -4.499
H 0.472 0.977 -3.433
O 0.756 1.764 -3.863
H 0.980 -2.228 1.232
H -0.032 -2.094 2.311
O 0.153 -2.669 1.474
H 0.152 -0.988 -2.245
H 0.809 -2.210 -3.014
O 1.073 -1.388 -2.691
```

Mulliken atomic charge list, values in e, 4 entries: C 0.1334; C -0.5343; N -0.5131; N -0.3458

---

*b*
Density functional theory data (ωB97M-V/def2-TZVPD) for a cluster of 5 separate species, C2H14N2O4 in total.

For the LUMO energy, the calculation gives -0.17120 Eh.

XYZ file:
```
22
C2H14N2O4 | OMol25 | ωB97M-V/def2-TZVPD
C 0.122 -2.282 -0.915
N -0.753 0.162 -0.368
C 0.168 -0.288 0.547
N 0.935 -1.297 -0.146
H -0.858 -2.400 -0.477
H 0.027 -1.905 -1.935
H 0.656 -3.229 -0.915
H -0.203 0.471 -1.233
H -1.215 1.012 0.077
H 0.920 0.451 0.904
H 1.290 -0.689 -0.902
H -3.320 -0.325 2.546
O -2.481 -0.300 2.087
H -2.253 0.627 1.828
H 3.181 1.862 0.122
O 2.692 1.056 -0.076
H -1.377 2.859 1.566
H 0.886 1.329 -2.468
O -1.237 1.935 1.332
H 2.106 1.143 -0.868
H -0.387 -0.624 1.432
O 1.100 0.431 -2.139
```

Mulliken atomic charge list, values in e, 4 entries: C -0.7653; N -0.1548; C -0.3852; N -0.3652

---

Of them, the most stable is *a* and the least stable is *b*.

---

*a*
Density functional theory data (ωB97M-V/def2-TZVPD) for a cluster of 2 separate species, C3H9N2O2S in total.

For the LUMO energy, the calculation gives 0.13751 Eh. The charge is -1.

XYZ file:
```
17
C3H9N2O2S | OMol25 | ωB97M-V/def2-TZVPD
C 1.113 -0.752 -0.277
C -0.132 -1.250 0.450
S 0.200 -1.228 2.268
N 0.918 -0.344 -1.665
C 0.124 0.690 -2.058
N 0.052 1.765 -1.159
O -0.425 0.724 -3.142
H 1.512 0.062 0.342
H 1.969 -1.431 -0.215
H -0.889 -0.502 0.205
H -0.371 -2.284 0.219
H 1.021 -1.024 -2.402
H 0.392 1.551 -0.232
H -0.897 2.083 -1.117
H -1.114 0.724 1.988
H -1.977 1.221 3.146
O -1.587 1.502 2.300
```

Mulliken atomic charge list, values in e, 4 entries: C -0.8855; C -0.5324; S -0.6691; N -0.1032

---

*b*
Density functional theory data (ωB97M-V/def2-TZVPD) for a cluster of 2 separate species, C3H9N2O2S in total.

For the LUMO energy (spin up / spin down), the calculation gives 0.14815 / 0.13655 Eh. The charge is -1.

XYZ file:
```
17
C3H9N2O2S | OMol25 | ωB97M-V/def2-TZVPD
C 0.374 1.850 0.180
C 1.262 -1.764 -0.069
C 0.870 0.549 -0.441
N -1.300 -1.004 0.725
N 0.889 -0.514 0.509
O -2.758 1.136 0.522
O -2.531 -0.400 -1.410
S -2.597 -0.274 0.059
H 0.596 2.689 -0.478
H -0.702 1.800 0.338
H 0.857 2.011 1.142
H 2.290 -1.709 -0.470
H 1.233 -2.532 0.706
H 0.604 -2.070 -0.894
H 0.268 0.310 -1.330
H 1.911 0.697 -0.798
H -1.264 -0.774 1.709
```

Mulliken atomic charge list, values in e, 4 entries: C -1.0126; C -0.7511; C -0.2059; N -0.4291

---

Of them, the most stable is *a* and the least stable is *b*.